A structure of composition C4H7NO in a non-equilibrium geometry, computed with ωB97M-V with the def2-TZVPD basis set.

**Kohn-Sham gap (alpha / beta)**: 0.265 / 0.261 Eh
**LUMO (alpha / beta)**: 1.0 / 0.9 eV

Geometry (Å):
C -0.0506 1.5115 1.0649
C -0.4779 0.0878 0.9118
C 0.2570 -0.2742 -1.4441
N 0.0553 -0.6559 -0.0563
C 0.2532 -1.9177 -0.3945
O 0.4508 -1.7227 -1.7691
H 0.9557 1.6271 1.5045
H -0.7523 2.0327 1.7211
H -0.0573 2.0651 0.1133
H -0.9471 -0.4778 1.7013
H -0.6864 0.1036 -1.8512
H 1.0904 0.4277 -1.6160
H -0.0908 -2.8072 0.1143

Calculated atomic charges, method natural (NBO), unit e: -0.645 -0.226 0.102 -0.278 0.163 -0.499 0.194 0.224 0.196 0.186 0.199 0.195 0.187



An isolated molecule of C4H7NO in a non-equilibrium geometry, computed with ωB97M-V with the def2-TZVPD basis set.

**SMILES**: [H]/N=C/[C@@H]1C[C@H]1O
**Kohn-Sham gap**: 0.378 Eh
**LUMO**: 1.0 eV

Geometry (Å):
H -3.4308 -0.6136 -0.3363
N -2.5483 -0.7520 0.3153
C -1.6610 -0.1789 -0.3390
C -0.0548 -0.3452 0.5244
C 0.7304 0.8653 0.1432
C 1.1253 -0.4864 -0.4196
O 2.3407 -1.1006 -0.0371
H -1.8149 0.2985 -1.2899
H -0.2923 -0.6795 1.4703
H 0.1946 1.4168 -0.5461
H 1.4329 1.3140 0.7883
H 0.9367 -0.7981 -1.3843
H 2.5013 -0.8482 0.8391

Calculated atomic charges, method natural (NBO), unit e: 0.324 -0.599 0.132 -0.273 -0.463 0.097 -0.682 0.160 0.231 0.209 0.218 0.187 0.458



An isolated molecule of C4H7NO, computed with ωB97M-V with the def2-TZVPD basis set.

**SMILES**: O=CCN1CC1
**Kohn-Sham gap**: 0.381 Eh
**LUMO**: 1.0 eV

Geometry (Å):
O -3.1050 -0.1404 0.8693
C -1.9323 -0.4004 0.7972
C -0.7294 0.5623 0.6508
N 0.2790 -0.2724 0.0201
C 0.8118 -0.1369 -1.3043
C 1.7015 -0.1318 -0.1044
H -1.5535 -1.4437 0.7735
H -0.3895 0.8835 1.6502
H -1.0255 1.4791 0.1087
H 0.7103 0.8169 -1.8438
H 0.7052 -1.0473 -1.8835
H 2.2938 -0.9980 0.2059
H 2.1791 0.8203 0.1041

Calculated atomic charges, method natural (NBO), unit e: -0.512 0.449 -0.336 -0.437 -0.241 -0.236 0.111 0.225 0.206 0.188 0.199 0.199 0.184



An isolated molecule of C4H7NO in a non-equilibrium geometry, computed with ωB97M-V with the def2-TZVPD basis set.

**SMILES**: C1N[C@H]1[C@H]1CO1
**Kohn-Sham gap**: 0.388 Eh
**LUMO**: 1.2 eV

Geometry (Å):
C 1.5496 0.3130 0.6084
N 1.3872 -0.7717 -0.5207
C 0.5788 0.4213 -0.4675
C -0.8788 0.5059 -0.1295
C -1.8059 -0.5969 -0.3577
O -1.3068 -0.3106 0.9453
H 1.0688 0.0807 1.5670
H 2.4823 0.8443 0.6130
H 1.5798 -1.2572 0.3782
H 0.8940 1.1452 -1.2228
H -1.2625 1.5300 -0.1070
H -2.8666 -0.3935 -0.5015
H -1.4198 -1.5104 -0.8052

Calculated atomic charges, method natural (NBO), unit e: -0.275 -0.654 -0.103 0.038 -0.105 -0.497 0.208 0.205 0.409 0.210 0.188 0.184 0.194



A structure of composition C4H7NO, computed with ωB97M-V with the def2-TZVPD basis set.

**Kohn-Sham gap (alpha / beta)**: 0.267 / 0.278 Eh
**LUMO (alpha / beta)**: -0.2 / -0.1 eV

Geometry (Å):
O 2.2646 1.2476 -1.3373
C 1.8210 0.2153 -0.9195
N 0.4700 0.0388 -0.5482
C -0.5627 0.8884 -0.4198
C -1.4599 -0.2591 -0.0922
C -0.1714 -1.0645 0.0013
H 2.3918 -0.7160 -0.7797
H -0.0403 0.7085 1.9305
H -0.5904 1.9347 -0.5638
H -2.0987 -0.1724 0.7780
H -2.0493 -0.5886 -0.9494
H 0.0368 -2.0729 -0.3341
H 0.0739 -0.0636 1.8501

Calculated atomic charges, method natural (NBO), unit e: -0.494 0.570 -0.378 -0.042 -0.498 -0.164 0.133 -0.041 0.224 0.245 0.256 0.194 -0.004



An isolated molecule of C4H7NO in a non-equilibrium geometry, computed with ωB97M-V with the def2-TZVPD basis set.

**SMILES**: C[N+]([O-])=C1CC1
**Kohn-Sham gap (alpha / beta)**: 0.314 / 0.319 Eh
**LUMO (alpha / beta)**: 0.3 / 0.2 eV

Geometry (Å):
C -1.7351 0.9998 -0.0134
N -1.3850 -0.4479 0.0270
O -2.2810 -1.3941 0.1361
C -0.0562 -0.7369 -0.3693
C 1.0296 -1.6014 0.0835
C 1.2290 -0.0900 -0.0103
H -2.9099 1.0467 -0.1244
H -1.2487 1.5629 -0.8314
H -1.4077 1.3214 1.0495
H 1.0743 -2.1063 1.0950
H 1.4953 -2.2160 -0.6546
H 1.9989 0.4239 -0.7476
H 1.0901 0.5317 0.8577

Calculated atomic charges, method natural (NBO), unit e: -0.460 0.103 -0.469 0.124 -0.437 -0.458 0.243 0.233 0.220 0.228 0.231 0.227 0.216



A cluster of 2 separate species, C4H7NO in total, computed with ωB97M-V with the def2-TZVPD basis set.

**SMILES**: C1=CN1.CC=O
**Kohn-Sham gap**: 0.362 Eh
**LUMO**: 1.1 eV

Geometry (Å):
C -0.2431 -1.5422 -1.1845
C 0.7234 -0.7737 -1.4999
N -0.6279 -0.1172 -1.4516
H -0.7067 -2.4191 -0.7631
H 1.7465 -0.4378 -1.5539
H -0.9871 -0.0517 -2.4101
C -0.3561 0.4163 1.6758
C 0.4986 1.2086 0.7251
O 1.6847 1.0127 0.5644
H -0.6111 1.0366 2.5446
H 0.1885 -0.4682 2.0160
H -1.2870 0.1315 1.1756
H -0.0227 2.0044 0.1616

Calculated atomic charges, method natural (NBO), unit e: -0.087 -0.051 -0.653 0.230 0.251 0.324 -0.731 0.458 -0.564 0.234 0.227 0.241 0.120



An isolated molecule of C4H7NO, computed with ωB97M-V with the def2-TZVPD basis set.

**SMILES**: C[C@H]1CN1C=O
**Kohn-Sham gap**: 0.406 Eh
**LUMO**: 1.0 eV

Geometry (Å):
C 1.2864 0.4015 1.2092
C 0.0351 0.4029 0.3677
C 0.1202 0.4826 -1.1045
N -0.1794 -0.7997 -0.4325
C -1.5207 -1.2108 -0.5854
O -2.4797 -0.6877 -0.0706
H 1.1643 -0.2213 2.1019
H 1.5388 1.4195 1.5270
H 2.1262 0.0017 0.6325
H -0.8655 0.8141 0.8180
H -0.6939 0.9682 -1.6407
H 1.0906 0.5311 -1.5894
H -1.6225 -2.1023 -1.2331

Calculated atomic charges, method natural (NBO), unit e: -0.611 -0.083 -0.235 -0.482 0.551 -0.552 0.219 0.216 0.214 0.226 0.208 0.206 0.124



An isolated molecule of C4H7NO in a non-equilibrium geometry, computed with ωB97M-V with the def2-TZVPD basis set.

**SMILES**: C[C@H]1NCC1=O
**Kohn-Sham gap**: 0.347 Eh
**LUMO**: 1.0 eV

Geometry (Å):
C 1.2718 0.9177 -0.0567
C 0.4462 -0.2240 0.7047
N -0.7704 0.5210 0.3696
C -1.2483 -0.4492 -0.5825
C -0.1305 -1.4077 -0.1483
O 0.0901 -2.5691 -0.3635
H 0.9361 1.9635 0.1626
H 1.0991 0.8237 -1.1413
H 2.3010 0.8223 0.2104
H 0.7412 -0.4831 1.7516
H -1.3145 0.9607 1.0758
H -1.1618 -0.1369 -1.6390
H -2.2601 -0.7390 -0.3433

Calculated atomic charges, method natural (NBO), unit e: -0.572 -0.173 -0.651 -0.339 0.605 -0.499 0.224 0.210 0.185 0.211 0.384 0.202 0.214



A structure of composition C4H7NO, computed with ωB97M-V with the def2-TZVPD basis set.

**Kohn-Sham gap**: 0.363 Eh
**LUMO**: 0.8 eV

Geometry (Å):
O 1.8323 0.7224 0.4375
C 0.9130 0.2352 -0.4948
C 0.3285 -1.1932 -0.3251
C -1.1245 -0.6598 -0.4510
N -0.9714 0.4960 0.9815
C -0.5276 0.7345 -0.4027
H 1.3992 0.6529 1.3004
H 1.3518 0.3898 -1.4835
H 0.6084 -1.7022 0.6024
H 0.5241 -1.8653 -1.1683
H -1.5939 -0.5208 0.8026
H -1.8102 1.0800 1.0743
H -0.9296 1.6305 -0.8732

Calculated atomic charges, method natural (NBO), unit e: -0.698 0.089 -0.516 -0.097 -0.672 -0.171 0.476 0.187 0.226 0.238 0.355 0.380 0.204



A cluster of 2 separate species, C4H7NO in total in a non-equilibrium geometry, computed with ωB97M-V with the def2-TZVPD basis set.

**Kohn-Sham gap**: 0.388 Eh
**LUMO**: 1.1 eV

Geometry (Å):
C 2.0070 -3.3772 -0.8617
C -0.1931 0.0910 -0.7948
C 0.9435 0.9814 -0.1653
C -1.6998 0.3236 0.9707
N -1.3205 -0.2070 -0.3398
O 2.1250 -2.2854 -0.5637
H 0.1161 -0.3061 -1.8286
H 0.6326 1.2222 0.9009
H 1.0159 1.8239 -0.7856
H 1.9104 0.4193 -0.1609
H -0.9996 0.6945 1.6296
H -2.3488 1.1184 0.6001
H -2.1887 -0.4986 1.3991

Calculated atomic charges, method natural (NBO), unit e: 0.515 0.136 -0.693 -0.448 -0.404 -0.515 0.158 0.209 0.223 0.230 0.173 0.211 0.205



A structure of composition C4H7NO2 in a non-equilibrium geometry, computed with ωB97M-V with the def2-TZVPD basis set.

**Net charge**: -1
**Kohn-Sham gap (alpha / beta)**: 0.161 / 0.273 Eh
**LUMO (alpha / beta)**: 4.3 / 4.2 eV
**2S+1**: 2

Geometry (Å):
O 2.6867 -0.0359 -1.1667
C 1.7239 0.5802 -0.6965
N 1.3226 0.1887 0.5805
C -0.0817 0.4216 0.8706
C -0.7209 -1.1600 0.1076
C -1.6760 0.0321 -0.3308
O -1.8899 0.1306 -1.5406
H 1.2261 1.4697 -1.2417
H 1.8327 -0.7107 0.7532
H -0.3565 0.3190 1.9573
H -0.1105 1.5389 0.6026
H -0.2589 -1.3213 -0.8989
H -1.3748 -2.0186 0.5108
H -2.3228 0.5657 0.4927

Calculated atomic charges, method natural (NBO), unit e: -0.676 0.511 -0.637 -0.364 -0.696 0.307 -0.735 0.138 0.396 0.196 0.128 0.199 0.161 0.073



An isolated molecule of C4H7NO2, computed with ωB97M-V with the def2-TZVPD basis set.

**Kohn-Sham gap (alpha / beta)**: 0.314 / 0.314 Eh
**LUMO (alpha / beta)**: 0.5 / 0.5 eV

Geometry (Å):
O -1.3490 -0.9159 1.1311
C -0.9298 0.3260 0.8154
C 1.2112 -0.1063 0.5093
N 1.5367 0.0478 -0.8872
C 0.2428 0.6569 -0.6182
C -0.9220 0.1166 -1.4047
O -0.9328 -1.0129 -1.8511
H -0.9526 -1.2551 1.9544
H -0.5703 0.9372 1.6541
H 1.0170 -1.1155 0.8693
H 1.7766 0.5408 1.1871
H 1.3193 -0.8267 -1.3774
H 0.2686 1.7458 -0.5192
H -1.7501 0.8437 -1.4994

Calculated atomic charges, method natural (NBO), unit e: -0.679 0.017 -0.196 -0.590 -0.152 0.390 -0.583 0.460 0.150 0.208 0.206 0.376 0.238 0.154



An isolated molecule of C4H7NO2, computed with ωB97M-V with the def2-TZVPD basis set.

**SMILES**: OOC1=CCNC1
**Kohn-Sham gap**: 0.344 Eh
**LUMO**: 0.8 eV

Geometry (Å):
O -0.9421 2.5385 0.6162
O -0.8244 1.7915 -0.6054
C -0.2476 0.6061 -0.2701
C 0.2784 0.2578 0.8963
C 0.7150 -1.1776 0.8366
N 0.2791 -1.6652 -0.4914
C -0.0875 -0.4945 -1.3026
H -0.8341 3.4377 0.2757
H 0.4122 0.9290 1.7308
H 1.8020 -1.2777 0.9559
H 0.2480 -1.7743 1.6307
H -0.5503 -2.2331 -0.3640
H -0.9756 -0.6973 -1.9114
H 0.7269 -0.2410 -1.9974

Calculated atomic charges, method natural (NBO), unit e: -0.436 -0.243 0.269 -0.323 -0.238 -0.602 -0.264 0.470 0.234 0.185 0.192 0.356 0.205 0.193



An isolated molecule of C4H7NO2 in a non-equilibrium geometry, computed with ωB97M-V with the def2-TZVPD basis set.

**SMILES**: C=C(CN)OC=O
**Kohn-Sham gap**: 0.360 Eh
**LUMO**: 0.8 eV

Geometry (Å):
C -0.8718 1.8788 0.5461
C -0.5083 0.7608 -0.0562
C -1.4235 -0.4810 -0.2232
N -0.9819 -1.7499 -0.1130
O 0.7325 0.8081 -0.7768
C 1.7155 -0.0346 -0.2366
O 1.7186 -0.8395 0.7747
H -1.8574 1.6519 0.9747
H -0.1990 2.8992 0.6151
H -2.1973 -0.1418 -1.0380
H -2.2046 -0.4182 0.6421
H -0.6066 -1.9836 0.8671
H -1.6299 -2.4245 -0.3641
H 2.4881 0.1738 -1.0698

Calculated atomic charges, method natural (NBO), unit e: -0.450 0.263 -0.262 -0.839 -0.516 0.648 -0.583 0.217 0.245 0.224 0.159 0.383 0.370 0.141



An isolated molecule of C4H7NO2, computed with ωB97M-V with the def2-TZVPD basis set.

**SMILES**: C/N=C1/COCO1
**Kohn-Sham gap**: 0.394 Eh
**LUMO**: 0.9 eV

Geometry (Å):
C -1.1295 -1.7025 1.3269
N 0.1416 -1.0230 1.1342
C 0.2732 -0.3158 0.1059
C 1.4869 0.4953 -0.2831
O 1.2739 0.7555 -1.6587
C -0.1133 0.7819 -1.8179
O -0.6591 -0.1377 -0.8782
H -1.5454 -2.1019 0.3920
H -0.9904 -2.5230 2.0361
H -1.8692 -1.0118 1.7527
H 2.4172 -0.0587 -0.1551
H 1.5300 1.4251 0.3043
H -0.3709 0.4578 -2.8283
H -0.5281 1.7801 -1.6071

Calculated atomic charges, method natural (NBO), unit e: -0.444 -0.469 0.522 -0.144 -0.509 0.228 -0.508 0.192 0.201 0.198 0.222 0.190 0.179 0.142



A cluster of 2 separate species, C4H7NO2 in total, computed with ωB97M-V with the def2-TZVPD basis set.

**SMILES**: CC1=CN1O.C=O
**Kohn-Sham gap**: 0.365 Eh
**LUMO**: 1.0 eV

Geometry (Å):
C 0.5111 1.3076 -1.2061
C 0.7108 0.5972 0.0642
C 1.3062 0.0299 1.0499
N -0.1372 0.1948 1.1855
O -0.3660 1.4017 1.9861
H 0.1172 2.3063 -0.9916
H 1.4530 1.4050 -1.7511
H -0.2135 0.7596 -1.8165
H 2.1291 -0.3416 1.6369
H -1.2582 1.2418 2.3239
C -1.0672 -2.2291 -0.6076
O -0.8539 -1.6957 -1.6715
H -1.2345 -3.3232 -0.5368
H -1.0971 -1.6542 0.3349

Calculated atomic charges, method natural (NBO), unit e: -0.680 0.191 -0.095 -0.206 -0.643 0.245 0.236 0.262 0.232 0.465 0.272 -0.523 0.098 0.146



An isolated molecule of C4H7NO2, computed with ωB97M-V with the def2-TZVPD basis set.

**SMILES**: CC(=O)N(C)C=O
**Kohn-Sham gap**: 0.408 Eh
**LUMO**: 0.8 eV

Geometry (Å):
C 1.9050 0.4638 -0.4176
C 0.6323 -0.2849 -0.7026
O 0.5566 -1.1316 -1.5670
N -0.4890 -0.0559 0.1257
C -1.5658 -1.0331 0.0350
C -0.6705 1.0408 0.9492
O 0.0758 1.9816 1.0795
H 1.8565 1.4984 -0.7690
H 2.6922 -0.0736 -0.9478
H 2.1136 0.4826 0.6546
H -2.0902 -1.0658 0.9925
H -2.2738 -0.7930 -0.7641
H -1.1193 -2.0048 -0.1711
H -1.6236 0.9755 1.5027

Calculated atomic charges, method natural (NBO), unit e: -0.711 0.707 -0.571 -0.492 -0.412 0.550 -0.566 0.256 0.237 0.240 0.203 0.206 0.236 0.116



An isolated molecule of C4H7NO2 in a non-equilibrium geometry, computed with ωB97M-V with the def2-TZVPD basis set.

**SMILES**: C[C@@]1(C(N)=O)CO1
**Kohn-Sham gap**: 0.396 Eh
**LUMO**: 0.9 eV

Geometry (Å):
C -0.1482 1.5799 0.6705
C 0.0047 0.0796 0.3548
C 1.0913 -0.4781 -0.5602
N 0.6429 -0.9029 -1.7463
O 2.2691 -0.5419 -0.2801
C -0.8929 -0.8661 0.9963
O -1.3798 -0.1353 -0.1038
H -0.7252 1.8112 1.5741
H 0.8674 1.8766 0.8090
H -0.5824 2.2506 -0.1007
H 1.2958 -1.2731 -2.4185
H -0.3383 -0.8362 -1.9127
H -0.7944 -1.9174 0.7451
H -1.3100 -0.6467 1.9726

Calculated atomic charges, method natural (NBO), unit e: -0.609 0.111 0.641 -0.809 -0.607 -0.084 -0.513 0.222 0.213 0.230 0.410 0.412 0.193 0.190



Values of energy relative to the best compared isomer or geometry (same formula, charge and spin), in order: 464.96, 397.33, 264.38, 444.46, 512.10, 543.80, 451.70, 172.82, 315.24, 540.80, 217.14, 401.40, 622.11, 430.95, 376.91, 160.09, 565.15, 34.98, 190.86, all in kJ/mol.
Values of DFT total energy, in order: -286.4546, -286.4803, -286.5310, -286.4624, -286.4366, -286.4245, -286.4596, -286.5658, -286.5116, -286.4257, -286.5489, -361.6881, -361.6439, -361.7167, -361.7373, -361.8199, -361.6656, -361.8675, -361.8082, all in a.u..